Entry 1:
Density functional theory data (ωB97M-V with the def2-TZVPD basis set) for C5H3N in the gas phase.

```
9
Properties=species:S:1:pos:R:3:forces:R:3
C 0.4385 1.7003 -0.0476 0.60 4.93 0.47
C -0.6844 1.2422 -0.0261 2.17 1.68 -0.41
C -1.3253 0.0167 0.0571 1.18 -1.54 -0.35
N -2.5516 -0.0657 -0.0281 -1.99 1.30 0.45
C -0.1734 -0.9086 0.0807 1.85 -0.38 0.13
C 1.0425 -1.1033 -0.0615 -3.42 -1.55 0.19
H 1.1147 2.6289 0.0562 -1.02 -2.39 -0.36
H -3.0210 -0.8830 0.2265 -0.37 -2.05 -0.12
H 1.7284 -1.8699 -0.2987 1.00 0.00 0.01
```
Positions in Å, forces in eV/Å.

## Properties
HOMO energy   -9.70 eV
E   -246.84498 a.u.
SMILES   C#CC(=N)C#C
LUMO energy   -0.146 eV
Spin multiplicity   1

Entry 2:
Density functional theory data (ωB97M-V with the def2-TZVPD basis set) for a molecular structure, C5H3N.

```
9
Properties=species:S:1:pos:R:3:forces:R:3
C -1.6899 -1.0915 -0.0357 -1.52 -2.39 -0.13
C -0.4006 -1.0669 0.0525 0.72 -0.37 -0.68
C -1.5293 0.2661 -0.1013 0.15 1.21 0.62
C 0.8940 -0.4506 0.2815 -4.18 1.41 0.60
C 0.2828 0.8812 -0.0653 2.21 1.76 -3.49
N -1.0233 1.3681 0.1839 -0.57 0.93 0.28
H 1.2170 -0.5642 1.2318 1.20 -0.62 3.11
H 1.5726 -0.6367 -0.4194 2.91 -0.92 -2.71
H 0.6768 1.2944 -1.1280 -0.93 -1.01 2.40
```
Positions in Å, forces in eV/Å.

## Properties
HOMO energy (alpha / beta)   -7.82 / -7.81 eV
E   -246.77791 a.u.
LUMO energy (alpha / beta)   0.141 / 0.142 eV
Spin multiplicity   1